Density functional theory data (ωB97M-V with the def2-TZVPD basis set) for C4H8ClNS2 in the gas phase at a distorted geometry.

The largest force on an atom comes out at 2.6 eV/Å. The value obtained for the energy is -1468.50900 hartree. As for the frontier orbital gap: 8.602 eV. The total charge is 0. The calculation puts the highest occupied orbital energy at -9.09 eV. The calculation puts the relative energy (zero: lowest compared OMol25 entry of this formula, charge and spin) at 0.00 kcal/mol. The SMILES is N[C@H](CCCl)C(=S)S. The value obtained for the LUMO energy is -0.49 eV.

Element x y z (Å)
N (-0.10001, -1.21647, 1.63904)
C (-0.42996, 0.15746, 1.18098)
C (-1.61876, 0.03013, 0.19485)
C (-1.29034, -0.51207, -1.16663)
Cl (-1.02376, -2.32709, -1.18818)
C (0.71694, 0.90076, 0.49478)
S (1.86780, 0.08623, -0.27650)
S (0.67981, 2.64270, 0.30383)
H (0.55452, -1.08694, 2.42927)
H (0.48358, -1.60252, 0.92286)
H (-0.78101, 0.86591, 1.96569)
H (-2.40974, -0.66023, 0.66424)
H (-2.05825, 0.98146, 0.11540)
H (-0.33920, -0.12464, -1.56116)
H (-2.15508, -0.33909, -1.77936)
H (-0.21987, 2.92119, 1.30769)

Density functional theory data (ωB97M-V with the def2-TZVPD basis set) for a molecular structure, C5H8O2Si at a distorted geometry.

The largest force on an atom comes out at 4.8 eV/Å. The value obtained for the energy is -635.21622 hartree. As for the frontier orbital gap: 9.866 eV. The total charge is 0. The calculation puts the highest occupied orbital energy at -9.59 eV. The calculation puts the relative energy (zero: lowest compared OMol25 entry of this formula, charge and spin) at 33.04 kcal/mol. The value obtained for the LUMO energy is 0.27 eV.

Element x y z (Å)
C (2.40497, 0.17747, -0.43292)
C (2.47147, -0.98417, 0.51702)
C (0.93280, -0.15608, -0.39954)
C (1.19916, -1.29050, 0.60382)
C (-2.21565, 1.31160, 0.45835)
O (-0.02055, 0.23487, -1.00250)
O (-2.37789, -1.77265, 0.05850)
Si (-2.34053, -0.37824, -0.48917)
H (2.57737, 1.27517, -0.13258)
H (3.30357, -1.49631, 0.91902)
H (0.55339, -1.93105, 1.10908)
H (-1.83174, 1.04333, 1.47147)
H (-1.63111, 2.12928, -0.08349)
H (-3.21972, 1.70100, 0.65027)
H (2.77717, -0.17772, -1.40058)
H (-2.58270, 0.31401, -1.84675)

Density functional theory data (ωB97M-V with the def2-TZVPD basis set) for C5H11P in the gas phase at a distorted geometry.

The largest force on an atom comes out at 3.3 eV/Å. The value obtained for the energy is -538.38476 hartree. As for the frontier orbital gap: 9.664 eV. The total charge is 0. The calculation puts the highest occupied orbital energy at -8.63 eV. The calculation puts the relative energy (zero: lowest compared OMol25 entry of this formula, charge and spin) at 25.99 kcal/mol. The SMILES is C[C@@H]1C[C@@]1(C)P. The value obtained for the LUMO energy is 1.03 eV.

Element x y z (Å)
C (-1.74685, 0.79058, 0.37623)
C (-0.36754, 0.99440, -0.27410)
C (0.02319, 0.26833, -1.51064)
C (0.56637, -0.22861, -0.18746)
C (0.21869, -1.56105, 0.40751)
P (2.36898, 0.14648, 0.14676)
H (-2.06974, -0.29157, 0.41667)
H (-2.44554, 1.32630, -0.37112)
H (-1.79867, 1.23049, 1.35734)
H (0.11205, 1.99384, -0.05645)
H (-0.64681, -0.33664, -1.99782)
H (0.86317, 0.65590, -2.13880)
H (1.09991, -2.23328, 0.54747)
H (-0.56171, -1.99875, -0.22568)
H (-0.33831, -1.41131, 1.31977)
H (2.40506, -0.70264, 1.30422)
H (2.31774, 1.35753, 0.88608)

Density functional theory data (ωB97M-V with the def2-TZVPD basis set) for a molecular structure, C41H63BN12SSn at a distorted geometry.

The largest force on an atom comes out at 2.7 eV/Å. The value obtained for the energy is -2894.10846 hartree. As for the frontier orbital gap: 7.325 eV. The total charge is +2. The calculation puts the highest occupied orbital energy at -13.46 eV. The calculation puts the relative energy (zero: lowest compared OMol25 entry of this formula, charge and spin) at 0.00 kcal/mol. The value obtained for the LUMO energy is -6.14 eV.

Element x y z (Å)
Sn (11.24399, 14.47631, 11.23911)
N (14.93804, 12.27541, 12.53616)
C (13.83423, 12.73919, 11.96704)
S (13.21644, 14.21481, 12.60630)
N (13.33621, 11.97441, 11.04667)
N (12.09922, 12.33497, 10.59717)
C (11.44783, 11.49127, 9.87892)
C (12.11663, 10.21571, 9.35872)
C (11.54866, 9.00239, 9.69901)
C (12.06374, 7.82364, 9.20810)
C (13.08621, 7.85949, 8.27082)
C (13.61216, 9.07855, 7.86380)
C (13.13721, 10.26611, 8.38398)
C (10.02264, 11.84907, 9.63416)
C (9.13985, 11.10427, 8.92041)
C (7.76346, 11.47407, 8.94478)
C (7.42742, 12.61438, 9.66923)
C (8.38476, 13.34210, 10.29382)
N (9.65659, 12.97544, 10.26772)
H (15.40408, 12.78782, 13.24538)
H (15.36934, 11.39565, 12.28439)
H (10.78248, 8.98576, 10.42921)
H (11.72306, 6.88260, 9.56741)
H (13.47473, 6.97428, 7.84633)
H (14.29387, 9.10110, 7.05082)
H (13.67349, 11.20779, 8.20185)
H (9.45267, 10.25938, 8.30347)
H (7.05783, 10.92064, 8.39054)
H (6.40547, 12.92072, 9.70286)
H (8.17656, 14.30296, 10.71611)
C (6.44879, 16.30123, 13.70372)
C (7.62820, 15.38672, 13.59265)
C (7.85052, 14.20580, 14.27154)
C (9.03272, 13.64568, 13.80232)
N (9.55417, 14.46080, 12.82440)
N (8.67572, 15.54296, 12.71634)
B (9.15948, 16.89495, 12.11720)
N (9.25310, 16.84852, 10.60112)
N (9.87075, 15.83123, 9.90348)
C (9.31860, 15.80796, 8.66517)
C (8.30968, 16.76072, 8.60599)
C (8.30572, 17.43863, 9.84036)
C (7.43841, 18.62782, 10.21514)
C (9.72181, 15.15889, 7.36205)
C (10.43839, 13.81994, 7.31464)
C (8.39419, 14.98254, 6.56231)
C (10.55642, 16.24980, 6.59765)
N (10.47104, 17.23493, 12.75182)
N (11.70701, 16.75025, 12.30696)
C (12.57317, 17.40368, 13.08986)
C (11.92550, 18.24920, 14.01989)
C (10.59448, 18.09972, 13.78742)
C (9.44111, 18.86332, 14.37403)
C (14.07703, 17.56064, 12.85646)
C (14.35716, 19.09007, 12.80858)
C (14.54417, 17.01557, 11.53030)
C (14.85750, 17.00338, 14.04660)
C (9.59406, 12.34522, 14.29361)
C (10.63633, 11.80227, 13.30973)
C (10.28539, 12.44590, 15.67671)
C (8.43470, 11.32185, 14.30943)
H (5.54245, 15.69693, 13.61187)
H (6.46302, 17.02884, 12.88781)
H (6.41768, 16.82085, 14.66173)
H (7.26700, 13.84828, 15.07829)
H (8.38099, 17.71073, 12.43130)
H (7.68804, 17.01171, 7.73761)
H (7.11357, 19.08608, 9.25778)
H (7.98489, 19.34648, 10.78387)
H (6.57056, 18.31559, 10.82054)
H (9.75578, 13.02151, 7.60094)
H (11.38227, 13.72872, 7.84443)
H (10.72443, 13.54865, 6.28030)
H (7.57797, 14.59231, 7.18294)
H (8.60154, 14.31716, 5.67341)
H (8.02908, 15.92642, 6.15524)
H (11.57755, 16.38238, 6.97618)
H (10.06975, 17.24498, 6.75257)
H (10.62647, 15.99692, 5.56300)
H (12.44968, 18.86626, 14.73154)
H (9.79678, 19.37720, 15.26596)
H (8.58534, 18.23545, 14.64155)
H (9.22197, 19.66515, 13.65597)
H (13.78621, 19.57134, 11.99867)
H (15.44609, 19.26091, 12.66104)
H (14.01687, 19.49610, 13.76414)
H (14.18524, 17.61590, 10.72669)
H (14.27857, 15.99434, 11.30756)
H (15.63941, 17.02136, 11.37831)
H (14.51602, 17.45377, 14.96507)
H (15.94537, 17.25045, 13.94232)
H (14.70995, 15.94821, 14.13171)
H (11.40709, 12.56228, 13.22425)
H (10.15150, 11.55414, 12.39069)
H (11.12661, 10.92654, 13.67940)
H (11.02110, 13.20897, 15.63157)
H (10.81811, 11.52648, 15.93438)
H (9.54505, 12.69559, 16.43540)
H (8.07714, 11.11423, 13.29198)
H (7.55409, 11.62360, 14.87096)
H (8.70643, 10.33972, 14.72848)
C (15.31220, 16.29160, 8.27833)
C (14.91245, 14.79407, 8.27677)
C (14.25927, 14.36633, 6.95299)
C (16.14360, 13.96833, 8.63252)
N (13.92477, 14.47066, 9.38421)
N (12.70498, 15.23818, 9.44993)
H (16.01985, 16.45808, 7.45164)
H (15.79997, 16.56043, 9.23144)
H (14.45646, 16.93072, 8.11437)
H (14.90529, 14.65186, 6.09090)
H (13.31676, 14.91349, 6.79135)
H (14.11975, 13.31599, 6.98196)
H (16.85875, 14.11711, 7.81351)
H (15.92997, 12.92930, 8.74411)
H (16.58892, 14.34251, 9.55666)
H (13.64824, 13.51386, 9.30777)
H (12.28735, 15.29184, 8.49442)
H (12.95487, 16.16934, 9.69831)

Density functional theory data (ωB97M-V with the def2-TZVPD basis set) for CH2INO in the gas phase at a distorted geometry.

The largest force on an atom comes out at 7.2 eV/Å. The value obtained for the energy is -466.99393 hartree. As for the frontier orbital gap: 9.939 eV. The total charge is 0. The calculation puts the highest occupied orbital energy at -9.59 eV. The calculation puts the relative energy (zero: lowest compared OMol25 entry of this formula, charge and spin) at 12.34 kcal/mol. The SMILES is NC(=O)I. The value obtained for the LUMO energy is 0.35 eV.

Element x y z (Å)
N (0.79190, -0.07920, -0.06813)
C (-0.43868, 0.14191, 0.33108)
O (-0.98383, 0.49992, 1.45701)
I (-1.88611, -0.13387, -1.26526)
H (1.57885, -0.04110, 0.56287)
H (0.93788, -0.38766, -1.01757)

Density functional theory data (ωB97M-V with the def2-TZVPD basis set) for 2 unconnected molecules or ions with the total composition C6H12BF3 at a distorted geometry.

The largest force on an atom comes out at 5.0 eV/Å. The value obtained for the energy is -560.11159 hartree. As for the frontier orbital gap: 9.351 eV. The total charge is 0. The calculation puts the highest occupied orbital energy at -9.20 eV. The calculation puts the relative energy (zero: lowest compared OMol25 entry of this formula, charge and spin) at 87.49 kcal/mol. The value obtained for the LUMO energy is 0.15 eV.

Element x y z (Å)
B (0.37505, 0.22195, -0.01733)
C (-1.83829, 1.85073, 0.23279)
C (-0.71411, -1.38923, -1.71178)
C (-1.06399, 0.57096, 0.64075)
C (0.42126, -0.43738, -1.45146)
C (1.59210, 0.87757, 0.51186)
C (1.68775, -1.14720, 1.65619)
F (1.44796, 1.71198, 1.48170)
F (2.11268, -2.00214, 0.69591)
F (2.66212, -0.85598, 2.45993)
H (-2.77822, 1.89304, 0.68795)
H (-1.10497, 2.61571, 0.49480)
H (-2.00152, 1.77487, -0.79160)
H (-1.62868, -0.85594, -1.92511)
H (-0.68270, -1.85217, -2.62468)
H (-0.87092, -2.14288, -1.05212)
H (-0.74033, 0.52583, 1.71219)
H (-1.91762, -0.13453, 0.65231)
H (1.41085, -0.99170, -1.69621)
H (0.24450, 0.43224, -2.23582)
H (2.47857, 0.75479, 0.01803)
H (0.90850, -1.42053, 2.26169)